(1)
Below is 11 unconnected molecules or ions with the total composition C26H78N4O15 in a non-equilibrium geometry, with properties calculated with the ωB97M-V functional and the def2-TZVPD basis.

Structure (XYZ):
```
123
Properties=species:S:1:pos:R:3:forces:R:3:mulliken_charge:R:1
C 3.09359 -1.74503 8.40751 0.9 -0.3 0.6 -0.777
O 2.99288 -0.37658 8.12510 0.4 -0.1 -0.7 -0.313
C 1.74517 0.08117 7.68055 -0.6 0.5 0.0 -0.548
C 1.95208 1.39621 6.95415 0.1 0.7 0.6 -0.800
N 2.64011 1.24550 5.70259 -1.0 -0.7 -0.9 -0.028
C 2.51755 2.31451 4.72520 0.7 0.1 0.9 -0.459
C 3.43105 2.09316 3.54022 -0.8 -0.4 -1.0 -0.762
O 2.83757 1.21904 2.57240 -0.7 -1.3 0.5 -0.105
C 3.72281 0.83300 1.53686 0.8 2.0 0.3 -0.868
H 4.15053 -2.00145 8.53642 0.1 0.4 -0.1 0.258
H 2.77359 -2.41115 7.60332 -0.6 0.2 0.0 0.317
H 2.66470 -1.96107 9.39095 -0.5 -0.3 -0.3 0.296
H 1.06992 0.22694 8.53438 0.0 0.1 0.1 0.401
H 1.21329 -0.58464 6.98955 0.4 -0.4 0.0 0.311
H 2.46189 2.11277 7.61968 0.2 -0.2 0.2 0.358
H 0.98277 1.88572 6.81514 -0.1 -0.3 -0.4 0.404
H 3.55642 0.83677 5.77131 0.1 0.2 0.2 0.187
H 2.81517 3.25723 5.20172 0.1 0.3 -0.2 0.362
H 1.48204 2.47829 4.42117 -0.1 -0.3 -0.1 0.153
H 4.33839 1.58910 3.88693 0.4 0.6 -0.1 0.369
H 3.54369 3.02804 2.98032 0.7 0.2 0.5 0.409
H 3.28088 0.17533 0.80137 -0.3 -0.2 0.3 0.121
H 4.68347 0.47255 1.91666 -0.2 -0.6 0.2 0.287
H 4.00824 1.78178 1.05865 0.0 -0.2 -0.6 0.394
C -6.34368 4.67460 -3.57779 0.6 -0.2 0.4 -0.766
O -6.04489 3.42445 -2.97324 -0.4 0.0 -0.3 -0.337
C -6.03783 2.39455 -3.94625 0.2 -0.3 0.5 -0.248
C -5.83790 1.05069 -3.27271 0.2 0.8 0.5 -0.928
N -4.58347 1.00728 -2.53658 1.0 -0.9 -0.3 0.073
C -4.49203 -0.19492 -1.69773 0.1 0.7 0.7 -0.950
C -3.48304 -0.02915 -0.57536 0.5 0.7 -0.2 -0.138
O -4.05309 0.75106 0.45949 -0.2 0.1 -0.1 -0.437
C -3.10174 1.26245 1.36632 -0.4 -0.5 0.7 -0.289
H -5.57378 4.90737 -4.32197 -0.1 0.1 -0.1 0.290
H -6.28873 5.41809 -2.78500 -0.1 0.1 -0.1 0.238
H -7.33131 4.67648 -4.04326 0.0 0.0 0.0 0.319
H -5.19905 2.58462 -4.62598 -0.1 -0.1 -0.3 -0.023
H -6.98037 2.34749 -4.50170 0.0 0.3 -0.1 0.544
H -5.85789 0.31408 -4.07902 0.2 -0.3 0.2 0.315
H -6.64607 0.83175 -2.56351 -0.4 0.1 -0.3 0.523
H -4.41103 1.80131 -1.93270 -0.6 0.3 -0.1 0.144
H -4.18064 -1.07433 -2.26111 -0.5 -0.1 -0.2 0.367
H -5.45995 -0.28558 -1.18682 0.0 -0.8 -0.2 0.411
H -2.60578 0.52280 -0.94983 0.0 -0.2 -0.2 -0.066
H -3.12458 -0.98731 -0.18650 -0.1 -0.1 0.0 0.560
H -2.67683 2.21930 1.05744 0.1 0.0 -0.2 0.246
H -2.32903 0.52630 1.58830 0.2 0.0 -0.3 -0.028
H -3.61136 1.37572 2.32516 -0.1 0.4 -0.1 0.376
C -1.53563 5.50506 -2.37878 -0.7 -0.4 -0.2 -0.788
O -1.38171 4.41633 -3.27454 0.6 -0.1 -0.6 -0.178
C -2.57540 3.96674 -3.87931 -0.5 0.3 -0.1 -0.485
C -2.31427 2.90963 -4.92235 0.6 -0.9 0.5 -1.260
N -1.98781 1.59556 -4.35587 0.4 -0.2 0.1 0.772
C -1.62872 0.69042 -5.45935 -0.1 0.9 0.7 -0.717
C -1.64587 -0.72379 -4.97597 0.4 -2.0 -0.5 0.247
O -1.50823 -1.61605 -6.09358 -0.3 0.6 -0.1 -0.403
C -1.04309 -2.88971 -5.72642 -0.1 -0.2 0.0 -0.650
H -2.22835 5.14251 -1.61178 0.5 0.4 0.6 0.288
H -1.99079 6.40918 -2.80546 -0.1 -0.3 -0.5 0.268
H -0.53963 5.80268 -2.06628 -0.1 -0.3 0.5 0.244
H -3.05255 4.82180 -4.37186 -0.2 0.0 0.0 0.422
H -3.27882 3.56234 -3.14220 0.0 0.1 0.2 0.226
H -1.42800 3.19796 -5.49589 -0.2 0.1 -0.2 0.417
H -3.16091 2.76592 -5.60538 -0.1 0.6 -0.1 0.535
H -2.75843 1.16721 -3.84039 -0.3 0.6 0.0 -0.247
H -0.63162 1.00337 -5.77982 0.0 -0.4 -0.3 0.298
H -2.34159 0.83654 -6.28425 0.1 -0.3 -0.1 0.262
H -2.57245 -1.05417 -4.48481 -0.1 0.7 0.2 0.085
H -0.82226 -0.97101 -4.29287 0.0 0.6 0.2 -0.041
H -1.25543 -3.56877 -6.55215 0.3 0.1 -0.1 0.285
H -1.57194 -3.33088 -4.87041 0.0 0.3 0.2 0.300
H 0.02861 -2.83382 -5.51119 0.0 -0.3 0.0 0.235
C 2.07763 -2.57176 0.16023 -0.9 -0.1 0.7 -0.331
O 2.41883 -3.90441 0.43423 0.2 -0.6 -0.4 -0.433
C 1.51234 -4.59926 1.25225 0.6 0.2 1.4 -0.186
C 1.94468 -6.06747 1.32943 -0.1 -0.7 -2.4 -1.246
N 3.38583 -6.30097 1.33793 -0.1 -0.3 0.9 -0.381
C 4.06655 -5.62188 2.44601 -0.4 -0.3 -0.4 -0.576
C 3.57502 -6.09646 3.80952 0.5 0.0 -0.2 -0.635
O 3.70944 -7.50049 3.93876 -0.6 0.1 -0.5 -0.345
C 3.09467 -7.95198 5.10425 -0.5 0.6 1.1 -0.747
H 2.89445 -2.19238 -0.44479 -0.2 0.4 -0.1 0.328
H 1.90284 -2.00612 1.09065 0.7 0.0 0.0 0.058
H 1.08196 -2.47675 -0.29287 0.4 -0.2 -0.6 0.238
H 0.48707 -4.44658 0.90953 -0.1 -0.2 0.1 0.508
H 1.63178 -4.21519 2.28011 -0.5 0.4 0.0 0.196
H 1.60552 -6.50545 0.37914 0.1 0.0 0.0 0.498
H 1.41940 -6.71551 2.02960 0.0 0.6 0.7 0.328
H 3.76890 -6.01233 0.45078 0.1 0.2 0.0 0.342
H 3.88267 -4.55117 2.30275 0.3 0.2 0.7 0.263
H 5.14148 -5.80440 2.43607 0.0 -0.1 -0.4 0.457
H 2.54425 -5.77714 3.98995 -0.1 -0.1 0.1 0.338
H 4.23781 -5.66227 4.56696 -0.2 0.4 0.1 0.496
H 2.02146 -7.71285 5.22266 -0.1 -0.1 -0.9 0.296
H 3.46524 -7.39456 5.98375 0.6 -0.5 0.0 0.296
H 3.19792 -9.02856 5.19068 0.3 0.0 0.1 0.281
C 0.64404 0.75622 -1.40883 -0.1 0.4 -0.7 0.990
O 0.69673 1.69809 -2.50586 0.4 -0.3 0.8 -0.533
H 1.08285 1.18718 -0.50846 -0.4 0.2 0.1 -0.645
H -0.40543 0.47922 -1.33298 0.1 -0.3 0.7 -0.154
H 1.24710 -0.12846 -1.62741 -0.2 -0.1 -0.3 -0.063
H -0.21260 1.91009 -2.75289 -0.1 -0.1 -0.4 0.116
C 1.54312 4.05155 -0.10269 -1.0 -1.5 -0.9 -0.128
O 1.11675 4.06562 1.23624 0.2 0.9 0.5 -0.602
H 0.71203 3.84039 -0.79388 -0.2 0.1 0.2 -0.142
H 1.94519 4.98899 -0.47384 0.5 0.1 0.6 0.483
H 2.17502 3.17665 -0.28539 0.7 0.5 -0.1 0.105
H 0.89815 3.17014 1.53540 0.1 0.0 -0.4 0.473
O 1.30015 3.79086 -4.76005 -0.2 -0.1 -0.1 -0.662
H 0.48666 3.86233 -4.23479 0.1 0.1 0.0 0.312
H 1.03578 4.01041 -5.65970 0.0 0.0 0.1 0.318
O 2.38380 0.17074 -3.99700 -0.3 -0.1 0.4 -0.705
H 2.51925 0.74713 -4.75548 0.0 0.1 0.1 0.270
H 1.78899 0.68420 -3.39648 0.4 0.0 -0.9 0.547
O 0.17422 1.58462 2.08751 -0.3 -0.2 0.4 -0.568
H -0.30104 1.99940 2.82082 -0.1 -0.1 -0.1 0.215
H 0.85091 1.02335 2.51122 0.3 0.5 -0.2 0.246
O -0.42229 -1.13226 1.39889 -0.2 0.4 -0.2 -0.656
H -0.02598 -1.23933 2.26987 -0.1 0.0 0.0 0.284
H -0.44378 -0.16726 1.24842 0.1 -0.5 0.2 0.219
O 1.72294 -2.88700 -3.24300 -0.1 0.0 0.0 -0.589
H 1.30573 -2.20963 -3.78935 0.2 0.1 0.1 0.234
H 2.63514 -2.58864 -3.15882 -0.1 0.1 -0.1 0.315
```
Positions in Å, forces in eV/Å.

Summary:
M	686.92	g/mol
HOMO	-8.364	eV
LUMO	0.210	eV
SMILES	COCCNCCOC.COCCNCCOC.COCCNCCOC.COCCNCCOC.CO.CO.O.O.O.O.O
HOMO-LUMO gap	8.574	eV
2S+1	1
largest force on an atom	0.04918	Eh/bohr
E_tot	-64893.3602	eV

***

(2)
Below is a molecular structure, CH2Cl2N2 in a non-equilibrium geometry, with properties calculated with the ωB97M-V functional and the def2-TZVPD basis.

Structure (XYZ):
```
7
Properties=species:S:1:pos:R:3:forces:R:3:mulliken_charge:R:1
C -0.02605 0.33310 0.28459 7.5 -1.7 0.8 -0.007
N 1.80708 -0.11242 0.32420 -6.2 0.7 -0.9 -0.458
N -0.83917 -0.44738 -0.33614 -1.0 0.2 -1.0 -0.016
Cl -0.27307 -1.65288 -1.41861 -0.2 0.4 0.5 0.048
Cl -2.47682 0.13071 -0.73639 0.9 -0.4 0.3 -0.003
H -0.31148 1.18554 0.86222 -0.6 0.3 0.0 0.307
H 2.11950 0.56333 1.02013 -0.4 0.5 0.3 0.129
```
Positions in Å, forces in eV/Å.

Summary:
M	112.95	g/mol
HOMO (alpha / beta)	-8.283 / -8.274	eV
LUMO (alpha / beta)	-1.347 / -1.348	eV
HOMO-LUMO gap (alpha / beta)	6.936 / 6.925	eV
2S+1	1
largest force on an atom	0.15101	Eh/bohr
E_tot	-29087.4894	eV
relative energy (zero: lowest compared OMol25 entry of this formula, charge and spin)	594.9	kJ/mol

***

(3)
Below is a molecular structure, C23H33As2F3O4SSn, with properties calculated with the ωB97M-V functional and the def2-TZVPD basis.

Structure (XYZ):
```
67
Properties=species:S:1:pos:R:3:forces:R:3:mulliken_charge:R:1
Sn 0.92848 -1.10952 1.14164 -0.1 0.4 -0.3 0.888
C -0.42068 2.31345 4.54036 0.0 0.0 0.0 -1.204
As 0.29445 1.79480 2.82593 0.0 0.4 0.2 0.855
C 2.20689 2.02840 2.97606 0.1 -0.2 -0.1 -0.994
C -0.37199 2.96581 1.43248 -0.1 -0.2 -0.2 0.188
C -0.04146 4.31428 1.36456 0.0 -0.1 0.0 -0.786
C -0.50908 5.06682 0.29506 0.0 0.0 0.0 -0.775
C -1.29933 4.48455 -0.68449 0.0 0.0 0.0 -0.706
C -1.64838 3.14305 -0.60693 0.0 0.0 0.1 -0.490
C -1.18960 2.38163 0.45974 0.0 0.0 0.1 0.401
As -1.65398 0.53105 0.77392 0.3 0.0 0.0 0.755
C -3.08701 0.66659 2.07014 -0.1 -0.1 0.0 -1.076
C -2.61386 -0.10429 -0.78707 -0.1 0.1 0.0 -1.331
H 0.18015 3.15844 4.89092 -0.1 -0.1 0.0 0.433
H -0.32587 1.47898 5.23450 0.0 0.0 -0.1 0.414
H -1.46379 2.60897 4.43509 0.1 0.0 0.0 0.393
H 2.40298 3.10095 2.89584 0.0 -0.1 0.0 0.452
H 2.75089 1.50110 2.18736 -0.1 0.1 0.1 0.315
H 2.51214 1.64848 3.95214 0.0 0.0 -0.1 0.399
H 0.57921 4.78155 2.11772 0.0 0.0 0.0 0.460
H -0.24426 6.11185 0.22329 0.0 0.0 0.0 0.443
H -1.65594 5.08329 -1.50957 0.0 0.0 -0.1 0.467
H -2.28434 2.70809 -1.36745 0.0 0.0 0.0 0.426
H -3.90165 1.23601 1.61441 0.1 -0.1 0.1 0.432
H -2.74583 1.17025 2.97235 0.0 0.0 0.0 0.271
H -3.42336 -0.33564 2.33126 0.0 0.0 0.0 0.392
H -3.45584 0.56952 -0.96529 0.1 -0.1 0.0 0.573
H -2.99467 -1.10114 -0.56042 0.0 0.1 0.0 0.405
H -1.96887 -0.14367 -1.66074 0.0 0.0 0.0 0.307
C 3.34420 0.31507 -3.44624 0.0 0.0 0.0 -1.481
C 1.97143 0.93439 -3.13748 0.0 0.0 -0.1 0.455
C 2.02462 1.67755 -1.80531 0.1 0.0 0.0 -1.301
C 0.93554 -0.14774 -3.30922 -0.1 0.0 -0.1 0.420
C 0.31836 -0.31360 -4.52676 0.0 0.0 0.1 -0.633
C -0.49065 -1.42340 -4.78435 0.0 0.0 0.0 -1.004
C -0.63889 -2.44610 -3.83280 0.1 0.0 0.1 -0.581
C -0.05899 -2.35402 -2.59446 -0.1 0.1 -0.1 0.226
C -0.05914 -3.56238 -1.68570 0.0 0.0 0.0 0.331
C -0.26851 -3.34427 -0.18253 -0.1 0.1 -0.1 -0.878
C 1.23592 -4.35501 -1.91964 0.0 0.0 0.0 -1.545
C 0.62866 -1.11707 -2.27290 -0.1 -0.1 0.3 0.381
O 0.92270 -0.83568 -1.05929 0.1 -0.2 -0.3 -0.531
H 4.10837 1.08816 -3.43036 0.1 0.1 0.0 0.441
H 3.36046 -0.16032 -4.42415 0.0 0.0 -0.1 0.393
H 3.60491 -0.43174 -2.69610 0.0 -0.1 0.1 0.327
H 1.75746 1.67186 -3.91628 0.0 0.0 0.0 0.559
H 2.47479 1.06336 -1.02544 0.0 0.0 0.0 0.125
H 1.04240 2.00158 -1.47661 -0.2 0.1 0.1 0.149
H 2.64869 2.55998 -1.92846 0.0 0.1 0.0 0.560
H 0.48373 0.41444 -5.30813 0.0 0.0 -0.1 0.501
H -0.97019 -1.52242 -5.74789 0.0 0.0 0.0 0.447
H -1.19747 -3.33407 -4.09671 0.0 0.0 0.0 0.527
H -0.89261 -4.18220 -2.02975 0.0 0.0 0.1 0.613
H 0.70713 -3.17241 0.31829 -0.2 -0.3 -0.1 0.133
H -0.64912 -4.25591 0.28403 0.1 0.1 0.1 0.584
H -0.99127 -2.54808 0.04776 0.1 -0.2 -0.1 0.009
H 2.10546 -3.77629 -1.60231 0.0 0.0 0.0 0.332
H 1.36184 -4.60743 -2.97057 0.0 0.0 0.0 0.427
H 1.21774 -5.28067 -1.34679 0.0 0.0 0.0 0.434
F -1.27588 -4.26329 4.36187 0.0 -0.2 -0.1 -0.167
C -0.99368 -3.07131 4.83992 0.0 0.0 0.0 0.472
F -2.10948 -2.44338 5.16813 -0.1 0.2 0.0 -0.183
F -0.20476 -3.16971 5.88862 0.1 0.0 0.0 -0.167
S -0.14022 -2.08498 3.52691 0.1 -0.1 0.0 1.226
O 0.27561 -0.81538 4.09734 -0.1 0.0 0.2 -0.656
O -1.11061 -1.88341 2.42864 0.0 0.0 0.0 -0.560
O 0.96609 -2.87776 3.00187 0.1 -0.1 0.3 -0.692
```
Positions in Å, forces in eV/Å.

Summary:
M	731.13	g/mol
HOMO (alpha / beta)	-14.495 / -14.685	eV
total charge	+2
LUMO (alpha / beta)	-8.836 / -8.143	eV
HOMO-LUMO gap (alpha / beta)	5.659 / 6.542	eV
2S+1	1
largest force on an atom	0.01002	Eh/bohr
E_tot	-179055.7253	eV

***

Which of these has the highest M?
C23H33As2F3O4SSn

***

What is the E_tot in the first record?
-64893.3602 eV

***

What is the M in the first record?
686.92 g/mol